{"formula": "C84H178F9N9O9", "method": "ωB97M-V with the def2-TZVPD basis set", "total_charge": 4, "largest_force_ev_per_a": 4.380, "homo_energy_ha": -0.490, "energy_ev": -146253.4749, "homo_lumo_gap_ev": 7.98, "symbols": ["C", "C", "C", "C", "N", "C", "C", "C", "C", "C", "H", "H", "H", "H", "H", "H", "H", "H", "H", "H", "H", "H", "H", "H", "H", "H", "H", "H", "H", "H", "C", "C", "C", "C", "N", "C", "C", "C", "C", "C", "H", "H", "H", "H", "H", "H", "H", "H", "H", "H", "H", "H", "H", "H", "H", "H", "H", "H", "H", "H", "C", "C", "C", "C", "N", "C", "C", "C", "C", "C", "H", "H", "H", "H", "H", "H", "H", "H", "H", "H", "H", "H", "H", "H", "H", "H", "H", "H", "H", "H", "C", "C", "C", "C", "N", "C", "C", "C", "C", "C", "H", "H", "H", "H", "H", "H", "H", "H", "H", "H", "H", "H", "H", "H", "H", "H", "H", "H", "H", "H", "C", "C", "C", "C", "N", "C", "C", "C", "C", "C", "H", "H", "H", "H", "H", "H", "H", "H", "H", "H", "H", "H", "H", "H", "H", "H", "H", "H", "H", "H", "C", "C", "C", "C", "N", "C", "C", "C", "C", "C", "H", "H", "H", "H", "H", "H", "H", "H", "H", "H", "H", "H", "H", "H", "H", "H", "H", "H", "H", "H", "C", "C", "C", "C", "N", "C", "C", "C", "C", "C", "H", "H", "H", "H", "H", "H", "H", "H", "H", "H", "H", "H", "H", "H", "H", "H", "H", "H", "H", "H", "C", "C", "C", "C", "N", "C", "C", "C", "C", "C", "H", "H", "H", "H", "H", "H", "H", "H", "H", "H", "H", "H", "H", "H", "H", "H", "H", "H", "H", "H", "C", "O", "O", "C", "F", "F", "F", "C", "C", "H", "H", "H", "H", "H", "H", "C", "O", "O", "C", "F", "F", "F", "C", "C", "H", "H", "H", "H", "H", "H", "C", "O", "O", "C", "F", "F", "F", "C", "C", "H", "H", "H", "H", "H", "H", "N", "O", "O", "O"], "positions_angstrom": [[5.162, -1.910, -2.701], [4.532, -0.782, -1.903], [5.376, 0.420, -1.767], [4.620, 1.492, -1.004], [5.422, 2.709, -0.637], [6.734, 2.307, -0.031], [7.220, 3.551, 0.743], [5.960, 4.370, 0.955], [4.802, 3.506, 0.404], [5.701, 3.498, -1.865], [5.472, -1.505, -3.683], [4.392, -2.665, -2.891], [6.048, -2.371, -2.244], [4.249, -1.164, -0.898], [3.563, -0.472, -2.353], [5.647, 0.749, -2.809], [6.371, 0.215, -1.341], [4.282, 1.065, -0.062], [3.757, 1.809, -1.617], [7.511, 1.968, -0.710], [6.519, 1.548, 0.726], [8.064, 4.072, 0.339], [7.603, 3.177, 1.693], [6.102, 5.240, 0.293], [5.801, 4.584, 2.016], [4.091, 4.141, -0.116], [4.365, 2.860, 1.155], [6.644, 4.008, -1.685], [4.932, 4.177, -2.198], [5.901, 2.853, -2.734], [-6.011, -1.184, -5.239], [-6.105, 0.306, -4.960], [-6.270, 0.508, -3.439], [-6.014, 1.967, -2.982], [-6.152, 2.168, -1.489], [-5.590, 3.504, -1.067], [-5.291, 3.302, 0.426], [-5.250, 1.815, 0.660], [-5.317, 1.151, -0.710], [-7.592, 2.138, -1.186], [-6.863, -1.747, -4.819], [-4.986, -1.467, -4.951], [-5.994, -1.376, -6.308], [-6.976, 0.727, -5.467], [-5.238, 0.834, -5.304], [-5.681, -0.190, -2.895], [-7.288, 0.209, -3.151], [-6.572, 2.727, -3.522], [-4.994, 2.146, -3.277], [-6.262, 4.292, -1.372], [-4.632, 3.668, -1.582], [-5.991, 3.844, 1.083], [-4.372, 3.817, 0.735], [-6.074, 1.461, 1.291], [-4.315, 1.498, 1.129], [-5.776, 0.169, -0.717], [-4.326, 1.201, -1.123], [-7.954, 1.139, -1.465], [-8.164, 2.826, -1.785], [-7.679, 2.388, -0.132], [0.919, -8.551, -3.023], [2.378, -8.836, -2.586], [2.656, -10.257, -2.186], [2.452, -11.195, -3.338], [2.651, -12.690, -3.078], [1.984, -13.054, -1.779], [3.104, -13.214, -0.730], [4.116, -13.808, -1.709], [4.160, -12.870, -2.863], [2.064, -13.511, -4.209], [0.301, -8.888, -2.188], [0.595, -9.034, -3.930], [0.715, -7.454, -3.018], [2.548, -8.210, -1.733], [3.019, -8.428, -3.370], [1.897, -10.534, -1.468], [3.664, -10.346, -1.799], [3.179, -10.965, -4.101], [1.442, -11.089, -3.713], [1.511, -14.028, -1.843], [1.207, -12.312, -1.627], [2.729, -13.913, 0.001], [3.383, -12.239, -0.348], [3.813, -14.801, -2.034], [5.101, -13.952, -1.306], [4.605, -13.204, -3.796], [4.630, -11.940, -2.547], [0.988, -13.604, -4.162], [2.580, -14.460, -4.189], [2.361, -13.004, -5.117], [-1.811, 8.577, -6.189], [-0.316, 8.154, -5.970], [0.134, 8.467, -4.482], [-0.314, 7.291, -3.571], [-0.449, 7.516, -2.147], [-0.919, 6.285, -1.417], [-1.344, 6.816, -0.015], [-1.685, 8.336, -0.232], [-1.370, 8.604, -1.721], [0.906, 7.783, -1.491], [-2.450, 8.059, -5.443], [-2.100, 8.216, -7.174], [-1.961, 9.669, -6.198], [0.252, 8.682, -6.719], [-0.132, 7.086, -6.186], [-0.395, 9.331, -4.133], [1.192, 8.634, -4.435], [0.367, 6.485, -3.721], [-1.286, 6.930, -3.889], [-0.093, 5.541, -1.374], [-1.831, 5.828, -1.873], [-0.554, 6.620, 0.735], [-2.226, 6.280, 0.323], [-1.033, 8.969, 0.338], [-2.718, 8.548, -0.002], [-0.986, 9.605, -1.967], [-2.166, 8.500, -2.460], [0.717, 8.130, -0.521], [1.310, 8.656, -1.970], [1.576, 6.877, -1.520], [-2.118, 4.254, 4.393], [-1.054, 3.651, 5.320], [-0.892, 4.361, 6.679], [-1.908, 3.838, 7.712], [-1.887, 4.516, 9.039], [-3.024, 4.027, 9.883], [-3.135, 5.191, 10.965], [-2.809, 6.497, 10.267], [-2.040, 6.012, 9.005], [-0.619, 4.030, 9.791], [-1.987, 3.837, 3.392], [-1.993, 5.351, 4.374], [-3.106, 4.022, 4.730], [-0.106, 3.638, 4.805], [-1.329, 2.619, 5.572], [-0.990, 5.430, 6.537], [0.111, 4.128, 7.036], [-1.721, 2.794, 7.901], [-2.916, 3.959, 7.321], [-2.826, 3.110, 10.412], [-3.914, 3.941, 9.279], [-2.480, 4.881, 11.757], [-4.133, 5.228, 11.420], [-2.290, 7.236, 10.826], [-3.778, 6.924, 9.947], [-1.049, 6.423, 8.891], [-2.581, 6.259, 8.099], [-0.488, 2.960, 9.629], [-0.779, 4.209, 10.871], [0.281, 4.572, 9.482], [4.104, -4.327, 0.153], [3.920, -3.869, 1.572], [5.259, -3.534, 2.283], [4.951, -3.005, 3.685], [6.174, -2.430, 4.402], [5.725, -2.126, 5.845], [6.244, -0.651, 6.002], [5.971, -0.019, 4.604], [6.582, -1.175, 3.715], [7.290, -3.383, 4.398], [4.758, -3.681, -0.473], [3.172, -4.509, -0.423], [4.590, -5.297, 0.100], [3.332, -4.603, 2.127], [3.348, -2.939, 1.490], [5.763, -2.766, 1.635], [5.876, -4.448, 2.343], [4.600, -3.740, 4.427], [4.198, -2.217, 3.587], [6.082, -2.815, 6.588], [4.653, -1.990, 5.887], [7.286, -0.490, 6.312], [5.647, -0.215, 6.801], [6.506, 0.932, 4.505], [4.913, 0.191, 4.368], [7.658, -0.992, 3.693], [6.188, -1.126, 2.724], [7.809, -3.299, 3.446], [7.056, -4.439, 4.659], [7.958, -3.041, 5.183], [0.950, -3.214, -1.839], [1.183, -2.146, -0.769], [0.723, -0.776, -1.209], [0.937, 0.205, -0.076], [0.315, 1.566, -0.310], [0.824, 2.464, 0.825], [-0.130, 3.645, 0.757], [-1.491, 3.097, 0.137], [-1.138, 1.624, -0.253], [0.888, 2.032, -1.631], [-0.018, -3.025, -2.310], [0.920, -4.250, -1.476], [1.690, -3.050, -2.611], [2.218, -2.070, -0.496], [0.631, -2.384, 0.145], [-0.324, -0.843, -1.467], [1.237, -0.460, -2.106], [1.987, 0.377, 0.118], [0.506, -0.203, 0.841], [1.867, 2.709, 0.700], [0.695, 1.874, 1.745], [0.390, 4.397, 0.197], [-0.239, 4.161, 1.709], [-1.828, 3.712, -0.707], [-2.232, 3.178, 0.944], [-1.515, 1.299, -1.214], [-1.436, 0.923, 0.525], [1.936, 1.817, -1.584], [0.895, 3.102, -1.670], [0.392, 1.600, -2.507], [-2.491, -6.024, -2.437], [-3.599, -6.494, -1.492], [-3.998, -5.429, -0.522], [-5.164, -5.908, 0.324], [-5.545, -5.060, 1.538], [-4.475, -5.032, 2.547], [-5.280, -4.611, 3.849], [-6.753, -5.057, 3.559], [-6.755, -5.570, 2.154], [-5.896, -3.709, 1.046], [-1.602, -5.838, -1.830], [-2.749, -5.107, -2.976], [-2.167, -6.787, -3.152], [-3.350, -7.488, -1.010], [-4.509, -6.680, -2.111], [-4.264, -4.499, -1.023], [-3.156, -5.215, 0.148], [-4.966, -6.843, 0.836], [-6.113, -6.042, -0.202], [-3.719, -4.275, 2.378], [-4.069, -6.016, 2.756], [-5.136, -3.527, 3.914], [-4.952, -5.064, 4.784], [-7.510, -4.324, 3.866], [-6.888, -5.969, 4.155], [-7.589, -5.141, 1.620], [-6.806, -6.674, 2.042], [-6.215, -3.073, 1.905], [-6.642, -3.817, 0.261], [-5.026, -3.198, 0.618], [-2.122, 3.559, -3.284], [-2.203, 4.429, -4.434], [-3.066, 3.680, -2.466], [-2.249, 1.925, -3.935], [-2.885, 1.104, -2.975], [-2.999, 1.870, -5.052], [-1.046, 1.273, -4.204], [-1.178, 4.280, -5.380], [-1.622, 4.944, -6.654], [-0.765, 5.111, -7.308], [-2.473, 4.470, -7.185], [-1.868, 5.993, -6.466], [-0.916, 3.228, -5.576], [-0.265, 4.745, -4.975], [-1.124, 3.512, -2.737], [-3.875, -1.090, 2.168], [-3.568, -0.651, 0.797], [-3.903, -2.347, 2.431], [-2.720, -0.364, 3.081], [-2.814, -0.632, 4.436], [-1.471, -0.696, 2.728], [-2.708, 1.019, 3.003], [-2.809, -1.510, 0.112], [-3.104, -1.523, -1.354], [-2.753, -0.621, -1.844], [-2.547, -2.295, -1.860], [-4.184, -1.552, -1.383], [-2.947, -2.535, 0.572], [-1.688, -1.321, 0.167], [-4.829, -0.622, 2.323], [2.265, 4.702, -2.958], [2.925, 3.412, -3.271], [2.128, 4.954, -1.685], [3.202, 5.757, -3.585], [4.434, 5.663, -3.112], [3.299, 5.755, -4.928], [2.746, 7.027, -3.408], [2.870, 3.026, -4.637], [2.998, 1.540, -4.667], [2.145, 0.984, -4.327], [3.088, 1.246, -5.714], [3.882, 1.185, -4.152], [3.696, 3.479, -5.239], [1.914, 3.302, -5.092], [1.338, 4.670, -3.481], [3.522, -0.065, 2.099], [4.419, -0.517, 1.321], [2.854, -0.841, 2.792], [3.293, 1.175, 2.124]], "lowdin_charge": [-0.091, -0.291, -0.205, -0.116, -0.248, -0.098, -0.151, -0.116, -0.101, 0.042, 0.085, 0.066, 0.080, 0.088, 0.108, 0.122, 0.121, 0.084, 0.115, 0.139, 0.135, 0.110, 0.111, 0.125, 0.123, 0.126, 0.107, 0.114, 0.074, 0.120, -0.105, -0.240, -0.178, -0.095, -0.253, -0.080, -0.142, -0.159, -0.072, 0.024, 0.087, 0.079, 0.072, 0.118, 0.088, 0.077, 0.108, 0.148, 0.096, 0.139, 0.087, 0.118, 0.097, 0.121, 0.088, 0.129, 0.116, 0.107, 0.114, 0.110, -0.091, -0.239, -0.205, -0.127, -0.250, -0.115, -0.093, -0.161, -0.078, 0.051, 0.073, 0.065, 0.081, 0.102, 0.119, 0.108, 0.116, 0.143, 0.131, 0.136, 0.126, 0.127, 0.113, 0.130, 0.127, 0.148, 0.128, 0.116, 0.111, 0.109, -0.099, -0.202, -0.124, -0.141, -0.254, -0.098, -0.126, -0.104, -0.090, 0.044, 0.070, 0.069, 0.083, 0.102, 0.084, 0.093, 0.096, 0.098, 0.124, 0.105, 0.135, 0.111, 0.102, 0.101, 0.113, 0.142, 0.140, 0.076, 0.107, 0.100, -0.087, -0.235, -0.169, -0.132, -0.266, -0.078, -0.134, -0.107, -0.079, 0.054, 0.050, 0.085, 0.063, 0.102, 0.111, 0.106, 0.114, 0.132, 0.137, 0.133, 0.133, 0.096, 0.129, 0.112, 0.131, 0.130, 0.133, 0.111, 0.110, 0.111, -0.111, -0.251, -0.169, -0.113, -0.272, -0.054, -0.136, -0.107, -0.100, -0.002, 0.071, 0.067, 0.068, 0.120, 0.078, 0.122, 0.118, 0.147, 0.101, 0.131, 0.128, 0.122, 0.112, 0.117, 0.107, 0.141, 0.085, 0.112, 0.132, 0.111, -0.079, -0.246, -0.185, -0.109, -0.221, -0.066, -0.126, -0.061, -0.075, 0.030, 0.066, 0.066, 0.068, 0.075, 0.118, 0.097, 0.102, 0.108, 0.131, 0.114, 0.139, 0.067, 0.098, 0.072, 0.088, 0.111, 0.116, 0.071, 0.068, 0.101, -0.104, -0.267, -0.204, -0.105, -0.289, -0.090, -0.103, -0.132, -0.153, 0.010, 0.061, 0.078, 0.070, 0.135, 0.125, 0.114, 0.128, 0.130, 0.145, 0.101, 0.137, 0.093, 0.113, 0.126, 0.117, 0.131, 0.155, 0.133, 0.117, 0.083, -0.489, -0.080, -0.157, -0.393, 0.011, 0.123, 0.047, -0.293, -0.054, 0.084, 0.101, 0.039, 0.112, 0.090, 0.130, -0.434, -0.114, -0.178, -0.449, 0.087, 0.124, 0.060, -0.358, -0.057, 0.043, 0.071, 0.070, 0.120, 0.109, 0.134, -0.483, -0.137, -0.162, -0.543, 0.148, 0.131, 0.104, -0.258, -0.060, 0.061, 0.092, 0.057, 0.135, 0.119, 0.106, -0.557, -0.069, -0.018, -0.054]}